{"formula": "C41H65F12N5O23", "method": "wB97M-V/def2-TZVPD", "elements": ["F", "F", "F", "F", "F", "F", "F", "F", "F", "F", "F", "F", "O", "O", "O", "O", "O", "O", "O", "O", "O", "O", "O", "O", "O", "O", "O", "O", "O", "O", "O", "O", "O", "O", "O", "N", "N", "N", "N", "N", "C", "C", "C", "C", "C", "C", "C", "C", "C", "C", "C", "C", "C", "C", "C", "C", "C", "C", "C", "C", "C", "C", "C", "C", "C", "C", "C", "C", "C", "C", "C", "C", "C", "C", "C", "C", "C", "C", "C", "C", "C", "H", "H", "H", "H", "H", "H", "H", "H", "H", "H", "H", "H", "H", "H", "H", "H", "H", "H", "H", "H", "H", "H", "H", "H", "H", "H", "H", "H", "H", "H", "H", "H", "H", "H", "H", "H", "H", "H", "H", "H", "H", "H", "H", "H", "H", "H", "H", "H", "H", "H", "H", "H", "H", "H", "H", "H", "H", "H", "H", "H", "H", "H", "H", "H", "H"], "xyz": [[3.8025, 0.4674, -4.7958], [3.8899, 0.5571, -2.6162], [-0.3012, 1.8719, 2.0468], [-1.8078, 0.2886, 1.8455], [3.2172, 1.9482, 2.7940], [-0.3600, -3.8929, -2.4107], [0.2601, -0.1706, 2.3505], [1.6061, 1.2499, 4.0143], [-0.3361, -5.9668, -1.7690], [-1.9256, -4.6643, -1.1544], [3.1989, -0.0827, 3.4238], [2.1106, -0.1780, -3.6027], [5.2454, -1.6408, -3.2760], [3.3817, 0.9389, 6.1291], [-0.1492, -1.4252, -7.0987], [5.6819, -2.7913, 0.4075], [1.0632, 0.6408, -0.1068], [-1.2823, 0.4779, -6.7872], [-0.9314, 4.3270, 6.4024], [0.0793, -3.0780, 0.1836], [3.5044, -3.3105, 0.6886], [-6.1314, 0.1126, -3.2637], [-2.2151, -1.9654, 3.4969], [4.3616, 2.6146, 4.9956], [-2.9623, 3.9356, 7.3518], [-4.6558, 1.6447, -4.0170], [0.7500, -5.1882, 0.4797], [-6.1369, 2.2904, -2.6423], [-2.0865, 2.4340, 6.1302], [0.9332, 0.2585, -6.3472], [3.3750, -2.4606, -4.1834], [-2.4106, -0.3391, 5.0681], [-0.5007, -1.2386, 4.7806], [-1.1299, 0.3837, -0.6576], [4.8874, -4.8722, 0.2503], [0.7793, 3.7692, -2.8412], [-3.8300, -2.3852, -4.8595], [1.0029, 5.9420, 1.0380], [-4.4810, 2.1549, 2.9824], [-1.3985, 4.2527, -7.8491], [5.2107, 2.9101, 6.1113], [-1.7684, -1.2480, 4.3438], [1.4806, 3.6512, -1.9429], [-0.9562, -0.9385, -2.6603], [-1.3501, -2.0897, -7.4503], [6.0887, -5.3845, -0.2863], [3.4378, -0.1271, -3.6625], [-3.1127, 5.3260, 7.6790], [0.3021, 4.7073, 3.2082], [3.1315, -1.9985, 1.0539], [3.6127, 1.5341, 5.1279], [-1.0610, 1.7367, 5.4784], [-0.2546, -0.1540, -6.7148], [2.3860, 3.4966, -0.8122], [-4.4029, 1.5679, 1.9987], [-0.8713, 0.4567, -2.0627], [-7.3101, 2.1528, -1.8598], [-0.6040, -4.7265, -1.4283], [1.0961, 1.5863, -5.8981], [-0.0894, 0.5028, 0.1659], [4.0081, -4.6745, -3.4170], [-4.3512, 0.8637, 0.7075], [2.9163, 1.1463, 3.8076], [-4.8137, -2.4125, -2.4473], [-1.8710, 3.6274, 6.6621], [0.6981, 5.3920, 1.9986], [-3.7596, -0.0797, 4.7246], [-5.6656, 1.2243, -3.2867], [4.7796, -3.5776, 0.4467], [-4.0262, 0.8428, -4.9890], [4.1076, -1.5322, -3.6277], [5.7918, 4.2970, 5.9651], [-4.2781, -2.3764, -3.8029], [-1.5446, 3.9875, -6.7426], [0.0928, -4.2398, -0.1407], [-0.1223, -5.2227, 2.7590], [0.4158, -2.1171, 4.1715], [-0.5539, 0.6210, 1.6248], [-1.8298, 3.7237, -5.3422], [3.9901, -3.6838, -4.5892], [1.0975, -4.9998, 1.8536], [-4.3014, 0.1848, 5.6364], [3.5034, -4.1282, -5.4550], [-2.1440, 5.7620, 7.9140], [-1.8025, -1.6708, -8.3462], [0.1249, 0.8531, -2.2723], [-0.0194, -1.4696, -2.5035], [1.4746, -3.9883, 1.9602], [-3.2888, 0.1925, -4.5069], [-7.5771, 3.1354, -1.4783], [2.2663, -2.0227, 1.7125], [-3.4002, 1.3145, -5.7427], [0.4165, -3.0467, 4.7449], [-8.1003, 1.8096, -2.5281], [5.9970, 2.1528, 6.2027], [-3.5021, 1.3302, 0.2085], [2.8653, -1.3821, 0.1922], [5.9311, 4.5974, 4.9245], [2.8803, 2.5274, -0.8681], [-4.3079, -0.8786, 4.2358], [0.4989, 1.7988, -5.0097], [-1.0580, -0.7875, -3.7388], [-0.9199, -4.5505, 2.4381], [-1.5000, 1.1884, -2.5714], [-5.2592, 1.0955, 0.1521], [-0.7854, 4.6348, 3.2606], [2.1288, 1.8456, -5.7000], [-4.6613, -1.4899, -1.8924], [6.3623, -4.9120, -1.2311], [5.0391, 5.0040, 6.3221], [-0.8833, 0.8082, 6.0255], [-2.0493, -2.1383, -6.6136], [-3.8215, 0.8652, 4.1773], [-2.8968, 3.8564, -5.1518], [-3.7578, 5.3830, 8.5491], [-4.2533, -0.2146, 0.7729], [-4.2885, -3.1570, -1.8417], [-5.8630, -2.6882, -2.3922], [3.9425, -1.4734, 1.5576], [3.1126, 4.3066, -0.7845], [4.7095, 2.7536, 7.0679], [0.5272, 5.2753, 4.1111], [-1.2436, 4.3689, -4.6933], [-0.4461, -6.2606, 2.7145], [5.0014, -3.4550, -4.9283], [0.8126, 3.7459, 3.1761], [-1.7787, -1.5449, -2.2879], [-3.5633, 5.8126, 6.8171], [1.4214, -1.7022, 4.1824], [6.9554, -5.3389, 0.3709], [0.1819, -2.3879, 3.1398], [6.7470, 4.4564, 6.4562], [5.8799, -6.4255, -0.5248], [0.7714, 2.2769, -6.6829], [-7.2416, 1.5066, -0.9839], [4.4727, -5.6282, -3.6497], [1.8346, -5.7498, 2.1209], [1.8876, 3.5222, 0.1549], [-1.2561, 1.4660, 4.4409], [-0.1048, 2.2660, 5.4525], [-1.0986, -3.1346, -7.6330], [2.9911, -4.8366, -3.0572], [-4.6699, 0.1144, -5.4799], [4.5200, -4.1340, -2.6188], [0.1160, -4.9636, 3.7870], [-1.6749, 2.6679, -5.1176]], "atomic_forces_ev_per_a": [[0.05, 0.28, -0.02], [-0.10, 0.47, -0.09], [-0.66, 0.08, -0.15], [-0.09, 0.22, 0.16], [0.24, 0.42, -0.29], [0.31, 0.10, -0.80], [-0.55, -0.04, -0.19], [-0.39, -0.12, 0.20], [0.41, -0.34, -0.32], [-0.31, -0.02, -0.14], [0.17, -0.78, 0.20], [-0.20, 0.11, -0.01], [0.06, 0.00, 0.27], [0.09, -0.63, 0.50], [0.66, -0.16, 0.29], [0.25, 0.38, 0.00], [0.19, -0.22, -0.10], [0.17, 0.38, 0.60], [0.45, 0.53, 0.52], [-0.57, -0.36, -0.23], [-0.75, -0.52, 0.10], [0.08, 0.01, 0.25], [-0.20, -0.24, -0.41], [0.24, -0.16, -0.19], [0.02, 0.27, 0.55], [0.58, 1.43, -0.43], [-0.50, -1.29, -0.34], [0.57, 0.39, 0.66], [-0.80, -0.54, 0.21], [1.19, -0.41, 0.44], [-1.50, -0.12, -0.68], [-0.58, -1.38, -0.29], [0.01, 0.55, -0.08], [0.17, 0.53, 0.61], [-0.50, -1.03, -0.02], [-0.23, -0.09, -0.28], [-0.02, -0.04, 0.09], [0.07, -0.11, -0.04], [-0.09, 0.43, -0.59], [0.18, -0.07, -0.07], [1.17, -0.40, 1.05], [0.33, -0.09, 0.68], [0.14, 0.03, 0.50], [0.30, 0.54, -0.51], [-0.55, -0.76, 0.17], [0.61, -0.46, -0.73], [0.25, -1.18, 0.57], [0.29, -0.20, 0.00], [-0.26, 0.10, 0.31], [0.33, 1.29, 0.07], [-0.12, 0.45, -0.30], [2.39, -0.30, 0.11], [-0.95, -0.30, -0.94], [0.28, -0.16, 0.35], [-0.54, -0.28, -0.33], [0.86, -0.49, -1.14], [-0.84, -0.04, -0.24], [-0.75, 0.31, 1.30], [-0.91, 1.52, -0.38], [-0.81, 0.55, -0.65], [-0.30, 1.23, 0.09], [-0.03, 0.94, 0.19], [-0.09, 0.85, -0.02], [0.30, -0.45, 0.90], [-0.45, -0.16, -1.50], [-0.05, 0.67, -0.21], [-1.16, 1.29, 0.60], [-0.59, -0.28, -0.67], [0.42, 0.74, -0.02], [1.02, -2.55, 0.01], [0.87, 0.34, -0.46], [-0.91, 0.68, -0.52], [-0.16, -0.08, 0.26], [-0.26, 0.16, -0.05], [1.28, 1.00, 0.33], [0.15, 0.34, -0.70], [0.35, -1.32, -0.16], [1.58, -0.43, 0.09], [-0.45, -0.40, 0.16], [1.10, -1.21, 0.23], [-0.52, 0.24, 1.13], [0.28, -0.42, 0.26], [-0.67, 0.58, 0.08], [-0.04, 0.07, -0.08], [-0.06, 0.18, 0.11], [0.09, -0.09, 0.47], [-0.08, -0.06, 0.16], [0.24, -0.11, 0.13], [-0.08, 0.04, 0.33], [0.24, 0.14, -0.25], [0.01, -0.34, -0.06], [-0.67, 1.11, 0.20], [0.12, 0.05, 0.05], [-0.16, -0.15, 0.31], [0.04, -0.05, -0.70], [0.00, -0.43, -0.40], [-0.01, -0.29, -0.16], [0.11, -0.45, -0.11], [0.12, 0.07, -0.17], [0.46, -0.25, -0.20], [0.07, -0.18, 0.05], [-0.12, -0.31, -0.04], [-0.18, -0.12, 0.12], [-0.72, -0.16, 0.65], [0.02, 0.04, -0.01], [0.05, -0.49, -0.30], [0.14, -0.70, 0.01], [-0.12, 0.28, -0.44], [-0.13, 0.32, 0.13], [0.30, 0.17, 0.26], [-0.01, 0.41, -0.13], [-0.08, 0.50, -0.12], [0.38, -0.86, 0.04], [0.04, 0.37, -0.07], [-0.12, -0.08, -0.06], [0.24, 0.00, 0.30], [0.16, -0.18, -0.36], [-0.09, 0.22, -0.38], [0.08, -0.24, 0.02], [0.05, -0.04, -0.22], [-0.56, 0.43, -0.24], [0.51, -0.07, -0.12], [0.06, -0.14, 0.07], [-0.10, 0.02, -0.02], [0.09, 0.03, 0.24], [-0.33, -0.12, 0.49], [-0.12, 0.16, 0.02], [-0.01, 0.22, 0.08], [-0.20, 0.33, 0.27], [-0.24, 0.23, 0.31], [-0.34, 0.29, 0.13], [-0.12, -0.23, 0.32], [-0.05, -0.02, 0.20], [-0.15, -0.08, 0.06], [0.38, -0.32, -0.28], [0.14, 0.08, -0.06], [0.35, 0.16, -0.48], [-0.39, 0.07, -0.22], [-0.61, 0.46, 0.23], [-0.31, 0.46, 0.29], [0.36, 0.16, -0.21], [-0.05, -0.16, -0.15], [-0.50, 0.40, 0.05], [0.26, -0.48, 0.16], [0.13, -0.11, 0.03], [0.46, 0.09, -0.02]], "mulliken_charge": [-0.27, -0.23, -0.07, 0.00, -0.30, -0.18, 0.37, -0.27, -0.28, -0.29, -0.25, -0.22, -0.54, -0.55, -0.34, -0.61, -0.34, -0.61, -0.57, -0.16, 0.04, -0.61, -0.63, -0.15, -0.36, -0.27, -0.30, -0.34, -0.28, -0.28, -0.16, -0.29, -0.27, 0.01, -0.28, -0.46, -0.53, -0.45, -0.60, -0.51, -0.31, 0.93, 0.55, -0.18, -0.41, -0.74, 1.03, -0.68, -0.02, -0.46, 0.06, -0.38, 0.83, -0.24, 0.20, 0.08, -0.68, 0.68, -0.57, -0.92, -0.57, 0.41, 1.27, -0.63, 0.79, 0.06, -0.61, 0.82, 0.66, -0.45, 0.08, -1.18, 0.60, 0.26, 0.28, -1.28, -0.57, 0.83, 0.08, -0.42, 0.83, 0.34, 0.36, 0.32, 0.29, -0.07, 0.12, -0.62, -0.11, 0.25, -0.29, 0.27, 0.53, 0.31, 0.32, -0.09, 0.06, 0.31, 0.03, 0.34, 0.04, 0.06, 0.25, 0.24, -0.29, 0.24, 0.22, -0.05, 0.31, 0.32, 0.38, 0.13, 0.04, 0.32, 0.25, 0.37, 0.20, 0.41, 0.60, 0.46, 0.36, 0.51, 0.36, 0.39, 0.36, -0.32, -0.06, 0.28, 0.09, 0.28, 0.05, 0.36, 0.27, 0.46, 0.25, 0.46, 0.34, -0.29, -0.20, 0.41, 0.23, 0.13, 0.52, -0.06, 0.39, -0.42], "orbital_gap_ha": 0.404, "total_energy_ha": -4803.9730, "e_lumo_ev": 0.3, "homo_energy_ev": -10.6, "charge": 0}